85
Properties=species:S:1:pos:R:3:forces:R:3 method="wB97M-V/def2-TZVPD" e_homo_ev=-7.79 orbital_gap_ev=7.7
Ga 0.62585 0.66132 0.17371 0.11 -0.33 -0.31
C -2.75204 1.65931 1.69200 0.13 -0.06 -0.18
Sb -1.40733 0.04735 1.98260 -0.38 -0.14 -0.02
C -2.78698 -1.60783 1.98186 0.46 0.13 0.12
C -1.15485 0.28751 4.13564 0.10 0.00 -0.49
C -0.64081 -0.94295 4.79598 0.13 0.08 -0.01
C -1.55181 -1.94119 5.11494 0.16 -0.08 -0.04
C -1.12561 -3.15448 5.62535 -0.02 -0.09 0.07
C 0.23079 -3.35484 5.87137 -0.44 -0.28 -0.16
C 1.12895 -2.33829 5.61546 0.49 -0.28 0.13
C 0.72388 -1.12816 5.07732 -0.39 0.23 0.00
C 1.70625 -0.03105 4.90447 0.41 0.31 -0.32
Sb 2.23320 0.50602 2.84014 0.23 -0.27 0.45
C 4.19077 1.22625 3.31702 -0.08 0.47 -0.46
C 2.76923 -1.49908 2.32012 -0.20 0.15 -0.30
H -3.76388 1.41455 2.00812 0.04 -0.10 0.13
H -2.76645 1.91387 0.63555 0.03 0.13 -0.07
H -2.34726 2.49644 2.25076 -0.07 0.18 0.02
H -3.71227 -1.28960 2.45380 -0.02 0.06 0.13
H -2.34071 -2.44513 2.52120 -0.10 0.07 -0.08
H -3.00037 -1.89272 0.96160 0.04 -0.09 -0.25
H -2.16912 0.52109 4.45028 -0.04 0.12 0.12
H -0.51496 1.15679 4.25850 -0.08 0.11 0.09
H -2.60180 -1.73823 4.94075 -0.05 -0.17 0.02
H -1.86250 -3.92580 5.81699 0.15 -0.05 0.10
H 0.58287 -4.30919 6.24086 -0.02 0.04 0.09
H 2.18479 -2.48577 5.85488 -0.27 0.05 -0.10
H 2.65614 -0.28902 5.37316 0.00 -0.03 0.01
H 1.35022 0.88114 5.37304 -0.04 0.20 0.09
H 4.73639 0.49623 3.90062 0.14 -0.16 0.04
H 4.09163 2.15457 3.88160 0.01 -0.07 0.04
H 4.71397 1.47034 2.38028 -0.13 -0.22 0.32
H 3.52317 -1.90305 2.97739 0.24 -0.10 0.28
H 3.15350 -1.47350 1.30059 0.00 -0.16 -0.01
H 1.87989 -2.13265 2.35586 0.07 0.04 -0.04
S -2.18046 4.33705 -1.68388 -0.50 0.38 -0.02
Sb -0.32908 3.14357 -1.76385 -0.01 -0.02 -0.31
S 0.50114 2.88288 0.44176 0.04 0.15 0.47
S -0.84571 0.60374 -1.81056 0.19 0.08 -0.05
S 1.25121 3.30774 -3.31564 0.16 -0.01 -0.11
Ge -2.86993 -0.29343 -2.22730 0.22 -0.06 0.11
C -4.34768 0.58647 -1.36844 -0.36 0.19 0.37
C -5.11943 -0.17270 -0.47722 -0.09 0.13 0.24
C -6.13344 0.41331 0.27684 -0.15 0.19 -0.23
C -6.38252 1.77028 0.10916 -0.36 0.20 0.60
C -5.62899 2.53942 -0.75219 0.12 -0.21 -0.31
C -4.62489 1.94991 -1.50371 0.09 -0.12 -0.09
C -2.90515 -0.53358 -4.13747 -0.15 -0.22 -0.32
C -3.27346 0.47259 -5.04224 0.23 -0.64 0.09
C -3.25007 0.22674 -6.40058 0.10 -0.12 -0.28
C -2.87232 -1.02391 -6.87403 -0.07 0.04 0.28
C -2.52125 -2.04005 -5.99270 -0.04 0.33 -0.13
C -2.53567 -1.79787 -4.62301 -0.11 0.53 -0.40
H -2.69048 -1.66239 -1.55135 -0.08 -0.11 -0.03
H -4.92414 -1.22729 -0.33983 0.08 -0.13 -0.08
H -6.75884 -0.14797 0.97412 0.33 -0.03 -0.26
H -7.15918 2.26864 0.68750 0.06 -0.24 -0.05
H -5.82355 3.59462 -0.84984 0.00 0.17 -0.02
H -4.03878 2.58492 -2.15501 0.06 -0.14 -0.02
H -3.57238 1.45008 -4.73217 -0.09 0.46 0.47
H -3.50542 1.02029 -7.09808 -0.01 -0.14 0.10
H -2.86349 -1.20014 -7.93325 0.05 -0.11 -0.31
H -2.22199 -2.99760 -6.39831 -0.01 -0.08 0.15
H -2.24451 -2.58964 -3.95278 0.03 -0.09 0.23
C 4.84869 -1.53053 -2.64955 -0.28 0.28 0.58
C 3.94543 -0.32331 -2.47953 -0.08 0.45 0.18
C 3.49208 0.22717 -3.83121 0.30 -0.29 0.11
O 2.72762 -0.74068 -1.79781 -0.33 -0.77 -0.09
B 2.43496 0.10846 -0.78823 0.16 0.39 -0.03
O 3.42991 1.01638 -0.57378 0.05 -0.05 0.40
C 4.54059 0.76562 -1.49381 -0.47 0.32 0.03
C 4.84315 2.13182 -2.09650 -0.36 -0.40 -0.54
C 5.69472 0.27183 -0.64029 0.10 0.19 -0.20
H 4.33575 -2.24303 -3.27867 0.08 -0.24 -0.30
H 5.04312 -2.00310 -1.67883 0.05 0.06 -0.32
H 5.78438 -1.19202 -3.08986 0.09 -0.26 -0.15
H 3.05898 -0.57940 -4.43250 0.20 0.06 0.09
H 4.31885 0.69425 -4.36975 0.01 -0.15 -0.05
H 2.72223 0.96721 -3.69600 -0.30 0.37 0.10
H 3.96355 2.52734 -2.61093 0.07 -0.06 0.12
H 5.65998 2.09370 -2.81112 0.23 -0.06 -0.05
H 5.09059 2.81721 -1.30302 0.18 0.23 0.32
H 5.41843 -0.62961 -0.10067 0.09 -0.10 0.08
H 5.94537 1.04941 0.07551 -0.02 0.07 0.16
H 6.58936 0.09535 -1.24317 -0.11 -0.13 0.05

=====

99
Properties=species:S:1:pos:R:3:forces:R:3 method="wB97M-V/def2-TZVPD" e_homo_ev=-8.40 orbital_gap_ev=8.6 smiles="C=C[C@@](C#N)(c1ccncc1)[C@H](C#N)P(O)O.COCCNCCOC.COCCNCCOC.COCCNCCOC"
C -3.45943 -3.99220 0.10393 0.26 1.32 -0.79
C -3.06401 -2.85416 -0.55505 -0.33 -1.36 0.87
C -1.64492 -2.73117 -1.25274 0.13 0.46 -0.03
C -1.04715 -1.34267 -0.85244 -1.15 -2.00 -0.17
N -0.64971 -0.37185 -0.38750 0.10 0.14 -0.22
C -0.64942 -3.81938 -0.72691 2.47 -3.06 0.98
C 0.07256 -3.71987 0.55687 -0.41 0.14 -0.46
C 0.97877 -4.72652 1.10236 -1.53 0.45 -1.90
N 1.23371 -5.88170 0.41700 -1.18 1.81 -0.52
C 0.61549 -5.98750 -0.78770 -0.87 -0.13 -1.30
C -0.31397 -5.08141 -1.46233 0.27 1.77 2.69
C -1.73094 -2.83025 -2.83928 2.67 2.16 0.48
C -0.29283 -2.50313 -3.39015 -2.27 -2.04 0.98
N 0.80422 -2.60893 -3.70894 0.27 0.59 -0.23
P -2.93734 -1.60790 -3.65231 -2.90 -0.50 -1.86
O -3.48673 -0.47011 -2.54311 1.38 -0.95 -0.72
O -2.14687 -0.74696 -4.86213 0.08 0.04 2.75
H -3.07791 -4.99740 -0.19621 0.17 0.96 1.06
H -4.20140 -3.86830 0.93993 0.25 -0.53 -1.50
H -3.79588 -2.00816 -0.55085 1.48 -0.25 0.36
H -0.08756 -2.78864 1.16644 0.21 -1.05 -0.67
H 1.46089 -4.57751 2.10065 -0.49 -0.13 -1.14
H 0.83704 -6.93762 -1.35219 -0.16 1.08 0.72
H -0.77183 -5.31329 -2.45796 0.78 0.01 1.17
H -2.06422 -3.86158 -3.12516 0.38 1.15 0.00
H -4.44669 -0.62967 -2.47100 0.40 0.39 0.15
H -1.74468 0.02985 -4.41646 0.18 -0.21 -0.66
C -8.03352 0.83790 3.46178 -0.12 0.05 -0.25
O -8.12022 1.94553 2.58057 0.20 -0.16 0.34
C -7.26547 3.02681 2.95218 -0.12 0.36 -0.46
C -6.16477 3.21364 1.91564 -0.08 -0.43 0.23
N -5.20754 2.11032 1.96330 -0.01 0.28 -0.15
C -4.26241 2.10610 0.84597 -0.11 -0.41 0.15
C -4.83221 1.86112 -0.55504 0.60 0.16 -0.09
O -5.36111 0.55263 -0.74071 -0.32 0.15 -0.05
C -6.71998 0.39942 -0.35582 0.07 -0.32 -0.07
H -8.79571 0.11482 3.16883 0.01 0.10 -0.04
H -7.05431 0.35474 3.38781 0.04 -0.03 0.19
H -8.22141 1.14313 4.49493 0.07 -0.05 0.03
H -6.85084 2.89763 3.95663 0.04 -0.16 -0.09
H -7.88658 3.92775 2.96499 0.04 0.00 0.03
H -5.64222 4.15531 2.11073 0.02 -0.05 -0.03
H -6.64379 3.27964 0.93092 -0.12 0.23 0.03
H -5.71442 1.23385 1.95554 0.02 0.05 0.05
H -3.53865 1.31196 1.05396 0.04 0.06 -0.13
H -3.70411 3.04756 0.84686 -0.09 0.02 -0.03
H -3.99953 1.94587 -1.25986 -0.02 -0.09 0.03
H -5.55838 2.62401 -0.85687 -0.16 -0.12 0.11
H -7.29952 1.31472 -0.50051 0.07 0.01 0.10
H -6.78864 0.06703 0.68209 -0.18 0.14 0.05
H -7.15918 -0.38525 -0.97644 0.06 0.05 -0.02
C 7.41134 -4.75339 -0.12845 0.00 0.20 0.19
O 7.64168 -3.35428 -0.14487 -0.07 -0.34 -0.24
C 7.58300 -2.79105 -1.45515 0.07 0.58 0.16
C 6.38176 -1.86241 -1.58097 -0.06 -0.48 0.16
N 5.13218 -2.61953 -1.57838 0.11 0.30 -0.06
C 3.93886 -1.78037 -1.46096 -0.06 -0.35 0.18
C 3.74921 -1.01040 -0.14934 -0.39 0.10 -0.30
O 3.51451 -1.84341 0.97781 0.28 0.20 -0.01
C 4.68615 -2.30798 1.62709 -0.30 -0.16 0.15
H 7.58706 -5.11109 0.88683 0.02 0.10 -0.03
H 6.37636 -4.98276 -0.39961 0.03 -0.15 -0.11
H 8.09750 -5.27170 -0.80437 -0.07 -0.05 -0.03
H 7.57693 -3.55987 -2.23402 -0.14 -0.06 0.12
H 8.49454 -2.19877 -1.58314 -0.02 -0.02 -0.04
H 6.46035 -1.29612 -2.51440 -0.05 -0.01 0.03
H 6.41853 -1.15632 -0.74209 0.21 0.14 -0.07
H 5.14232 -3.26960 -0.80206 0.02 0.01 -0.06
H 3.07832 -2.44519 -1.58408 -0.04 0.13 0.00
H 3.91327 -1.07597 -2.29837 0.06 0.01 0.04
H 2.84489 -0.40277 -0.26069 -0.01 -0.06 0.00
H 4.56296 -0.30222 0.04712 0.13 -0.15 0.07
H 5.51020 -1.59190 1.56284 0.00 -0.06 -0.11
H 4.99148 -3.27516 1.22101 0.24 0.04 0.01
H 4.44733 -2.46104 2.68222 -0.04 0.06 -0.05
C 4.46826 4.36313 2.11846 0.03 -0.03 -0.29
O 4.02463 3.47568 1.10598 -0.02 0.12 0.41
C 2.98130 2.60276 1.54165 -0.13 -0.27 -0.54
C 1.68164 2.92548 0.81505 0.23 0.27 0.28
N 1.13590 4.20711 1.25893 -0.10 -0.21 -0.15
C 0.02199 4.68291 0.43881 0.23 0.26 0.15
C 0.32773 5.04968 -1.01754 -0.42 0.13 0.04
O 1.17273 6.18271 -1.16047 0.05 -0.37 -0.07
C 2.56117 5.89616 -1.12858 -0.04 0.36 -0.03
H 5.33306 4.90584 1.73464 -0.05 -0.07 -0.05
H 3.68993 5.09010 2.37012 0.02 0.00 0.20
H 4.77056 3.81505 3.01547 -0.04 0.06 0.06
H 2.84974 2.62740 2.62790 0.00 0.19 -0.05
H 3.28706 1.58794 1.26951 -0.04 0.00 0.05
H 0.95270 2.13337 1.01252 0.00 0.04 -0.05
H 1.89712 2.93924 -0.26046 0.05 -0.25 -0.04
H 1.87004 4.90413 1.23550 -0.03 -0.04 0.02
H -0.36677 5.57896 0.93258 -0.05 -0.01 -0.12
H -0.78084 3.93857 0.46095 0.08 -0.07 -0.05
H -0.62217 5.32857 -1.48516 0.04 0.03 0.02
H 0.70815 4.20041 -1.59647 0.17 0.01 0.09
H 2.79255 4.90981 -1.54022 -0.04 -0.02 0.12
H 2.94697 5.98182 -0.11021 0.15 -0.18 -0.01
H 3.07320 6.64788 -1.73330 -0.10 -0.02 -0.01

=====

14
Properties=species:S:1:pos:R:3:forces:R:3 method="wB97M-V/def2-TZVPD" s2=2.0081 multiplicity=3 e_homo_ev="-5.73 / -9.73" orbital_gap_ev="6.7 / 7.4"
C 1.89525 -0.50504 -0.18747 -2.03 -3.90 0.83
C 0.56453 -1.01835 -0.00169 7.12 -3.39 -0.31
C 1.87546 0.85872 -0.16063 2.24 2.58 -0.85
C -0.39867 -0.09560 0.02509 -3.06 2.88 -1.73
C -1.80333 -0.43210 -0.06707 -1.93 1.60 -2.20
O -2.65437 0.76968 -0.13922 0.05 -2.49 1.09
P 0.27173 1.56525 0.06385 -0.49 1.23 -1.10
H 2.91734 -0.95430 -0.20954 -1.48 -0.49 -0.06
H 0.35269 -2.05874 0.13831 0.04 -0.55 -0.09
H 2.89696 1.28723 -0.17051 -1.13 0.62 -0.16
H -2.01887 -0.96961 0.78249 -0.97 -1.15 2.50
H -2.19502 -1.11647 -0.86997 1.00 0.41 0.09
H -2.06495 1.34362 -0.57321 0.63 1.78 -1.00
H 0.36123 1.32570 1.36958 0.01 0.88 3.01

=====

19
Properties=species:S:1:pos:R:3:forces:R:3 method="wB97M-V/def2-TZVPD" e_homo_ev=-9.46 orbital_gap_ev=10.6 smiles=CO[C@H]1CC[C@H]1C
C 2.60116 -0.72591 0.06390 0.24 0.08 -0.01
O 1.21496 -0.83403 -0.13598 -0.06 0.18 -0.22
C 0.41571 0.20854 0.35414 -0.07 0.29 -0.03
C -0.15522 1.40233 -0.49574 0.15 -0.03 -0.19
C -1.46127 1.19548 0.30717 -0.21 0.13 -0.03
C -1.03220 -0.25183 0.59729 -0.04 -0.05 0.08
C -1.48769 -1.21344 -0.50181 -0.02 -0.04 -0.03
H 2.85739 -0.59374 1.12783 -0.12 0.02 -0.18
H 3.02802 0.10617 -0.51158 0.02 -0.07 0.08
H 3.04585 -1.66490 -0.28398 -0.07 0.24 0.05
H 0.89410 0.72698 1.19113 -0.05 -0.55 0.50
H 0.30095 2.39687 -0.40272 0.14 -0.39 -0.01
H -0.24121 1.15241 -1.55380 -0.14 0.01 0.07
H -2.41592 1.33890 -0.20334 0.09 0.00 -0.01
H -1.45583 1.78997 1.22770 -0.01 -0.01 -0.20
H -1.29199 -0.66214 1.58106 0.17 0.11 -0.13
H -2.57930 -1.30479 -0.49295 0.13 -0.01 0.04
H -1.18747 -0.85955 -1.49471 -0.08 -0.05 0.18
H -1.05004 -2.20730 -0.37361 -0.06 0.14 0.03

=====

55
Properties=species:S:1:pos:R:3:forces:R:3 method="wB97M-V/def2-TZVPD" s2=6.0142 multiplicity=5 e_homo_ev="-17.13 / -18.43" orbital_gap_ev="8.9 / 7.1" total_charge=+3
Ir 0.00268 -0.27448 0.52585 0.14 0.44 0.63
C 2.47974 2.11484 -0.46651 -0.89 0.10 0.36
C 0.95902 2.44357 -0.44175 -0.19 0.90 0.80
N 0.16551 1.85773 0.72945 0.65 -0.44 0.02
C 0.78565 2.15998 2.07254 0.03 -0.26 -0.43
C 0.29932 1.20352 3.11831 -0.99 0.11 0.39
N 0.67133 -0.15297 2.76468 -0.52 -0.71 -0.17
C -0.01870 -1.25389 3.57494 0.85 0.74 -1.52
C 0.58370 -2.56812 3.08963 -0.22 0.25 -0.55
C -0.03418 -3.14614 1.80518 -0.38 -0.28 -0.37
N -0.01672 -2.38029 0.46578 0.89 -0.30 0.02
C 1.19421 -2.73734 -0.41297 -0.93 0.14 0.08
C 2.37710 -1.81646 -0.20386 0.04 1.41 0.49
N 1.99484 -0.39133 -0.57048 -0.62 -0.33 -0.27
C 2.88122 0.68796 -0.08574 1.09 -0.06 -0.40
H 2.99354 2.76022 0.25172 0.02 0.03 -0.20
H 2.88050 2.38591 -1.44924 -0.27 -0.05 0.10
H 0.47828 2.11439 -1.34735 -0.24 -0.39 -0.35
H 0.78567 3.54063 -0.41222 0.46 -0.52 -0.02
H -0.76763 2.27042 0.76770 0.26 0.08 -0.35
H 0.51592 3.14734 2.38076 0.04 0.85 0.05
H 1.86706 2.08793 1.98368 -0.02 0.16 -0.04
H -0.79872 1.22452 3.17076 0.16 0.16 0.11
H 0.68493 1.48357 4.10224 -0.04 0.06 -0.02
H 1.67173 -0.21542 2.90933 0.23 -0.44 0.00
H -1.09468 -1.18111 3.38848 0.10 -0.01 0.00
H 0.16516 -1.03794 4.61029 0.09 -0.18 0.63
H 0.45527 -3.32196 3.85507 -0.16 -0.32 0.12
H 1.65880 -2.46291 2.98641 0.30 0.07 0.02
H -1.09523 -3.33172 2.00260 0.13 0.00 -0.05
H 0.42573 -4.10893 1.55070 -0.11 0.11 0.39
H -0.83712 -2.74143 -0.02601 0.27 0.10 0.12
H 0.84649 -2.65321 -1.44045 -0.02 0.16 -0.19
H 1.41782 -3.78949 -0.29116 0.39 -0.16 0.28
H 3.25036 -2.08425 -0.78150 0.15 -0.46 -0.15
H 2.67347 -1.74590 0.85263 0.00 -0.31 -0.25
H 1.85576 -0.31169 -1.59657 0.18 -0.13 0.78
H 3.91604 0.56299 -0.45600 -0.38 -0.23 0.06
H 2.97482 0.62206 0.99462 -0.22 -0.33 0.15
C -3.71064 2.17349 -0.50081 -0.61 0.09 -0.15
Se -3.67559 0.92454 -1.94051 -0.38 -0.30 -0.36
C -2.72233 1.97009 -3.25241 0.07 0.50 -0.84
C -1.92749 0.96440 -4.05748 0.47 -0.09 -0.24
Se -1.16627 -0.32773 -2.77377 -0.03 0.13 -0.38
C -1.87155 -1.93587 -3.57138 0.94 -1.34 0.24
H -2.85823 2.82328 -0.56095 0.38 0.27 0.10
H -3.73784 1.56817 0.38997 -0.11 0.12 0.48
H -4.63147 2.75549 -0.62837 0.17 -0.09 0.26
H -2.01468 2.63036 -2.74796 -0.31 0.12 0.16
H -3.41205 2.57206 -3.88736 0.42 -0.40 0.53
H -1.09622 1.41316 -4.61338 -0.32 -0.04 0.06
H -2.52956 0.36326 -4.73253 -0.08 0.03 -0.08
H -1.51854 -2.08496 -4.60018 -0.16 0.46 0.21
H -2.94314 -1.99130 -3.49431 -0.40 0.17 -0.04
H -1.43312 -2.77906 -3.00012 -0.34 0.44 -0.20

=====

16
Properties=species:S:1:pos:R:3:forces:R:3 method="wB97M-V/def2-TZVPD" e_homo_ev=-7.84 orbital_gap_ev=8.5 smiles=CNc1onc(N)c1O
C 1.24541 -2.42391 -0.75488 0.21 -1.38 0.64
N 0.33135 -1.74560 0.13560 -0.57 0.55 -0.11
C -0.02941 -0.46024 -0.14521 -0.42 0.79 1.66
O 0.20618 0.04295 -1.35605 0.32 -1.12 -0.22
N -0.09787 1.40017 -1.39481 -0.24 0.60 -0.11
C -0.53532 1.68006 -0.20377 -0.36 -1.43 0.95
N -1.06870 2.88249 0.14610 -0.11 1.22 -0.47
C -0.55817 0.53177 0.66977 1.20 0.01 -1.81
O -0.66582 0.56030 2.03564 0.32 -0.30 -0.09
H 1.77949 -3.19641 -0.15162 -0.22 0.59 -0.56
H 0.74746 -2.95510 -1.58662 0.12 0.37 0.27
H 1.96250 -1.70963 -1.14826 0.08 -0.06 -0.09
H 0.01418 -2.12699 1.02960 0.43 0.25 -0.81
H -0.82877 3.22368 1.06313 0.08 -0.11 0.07
H -0.92243 3.58308 -0.57419 -0.07 -0.03 0.26
H -1.58009 0.71339 2.23557 -0.78 0.06 0.42